15
Properties=species:S:1:pos:R:3:mulliken_spin:R:1 method="wB97M-V/def2-TZVPD" homo_lumo_gap_ev="7.87 / 3.39" homo_energy_ev="-12.8 / -12.7" charge=+1 s_squared=0.765 multiplicity=2 relative_energy_kcal_mol=62.4
C -1.275 -1.152 -0.350 0.420
C -1.577 0.166 -0.348 0.108
N -2.901 0.645 -0.312 0.350
N 0.051 -1.588 -0.526 0.018
H -2.069 -1.915 -0.411 0.002
H -0.726 0.846 -0.297 -0.008
H -3.063 1.431 0.320 -0.001
H -3.527 -0.149 -0.101 -0.007
H 0.260 -1.859 -1.483 0.026
H 0.294 -2.420 0.033 0.005
H 0.750 -0.670 -0.300 0.004
O 1.580 0.227 -0.451 0.060
C 1.884 0.568 0.769 -0.005
O 2.438 1.537 1.222 0.014
H 1.688 -0.268 1.507 0.013

61
Properties=species:S:1:pos:R:3:lowdin_charge:R:1 method="wB97M-V/def2-TZVPD" homo_lumo_gap_ev=8.14 homo_energy_ev=-8.3 charge=0 relative_energy_kcal_mol=0.0 smiles="COCCN(C(=O)COC(=O)/C=C/c1ccc(C)o1)c1c(N)n(Cc2ccccc2)c(=O)[nH]c1=O"
C 1.950 4.003 2.664 -0.078
O 2.158 3.368 1.416 -0.219
C 3.494 3.000 1.158 -0.193
C 3.990 1.835 2.032 -0.090
N 3.015 0.759 2.078 0.008
C 2.385 0.514 3.249 -0.396
O 2.536 1.203 4.237 0.068
C 1.382 -0.638 3.230 -0.039
O 0.199 -0.183 2.583 0.020
C -0.295 -0.886 1.549 -0.507
O 0.241 -1.859 1.071 0.107
C -1.555 -0.286 1.111 0.016
C -2.424 -0.964 0.344 0.020
C -3.692 -0.473 -0.084 -0.274
C -4.300 0.760 0.035 0.006
C -5.549 0.652 -0.600 -0.016
C -5.637 -0.636 -1.064 -0.321
C -6.710 -1.334 -1.816 -0.003
O -4.521 -1.313 -0.754 0.070
C 2.992 -0.139 0.973 -0.114
C 2.152 0.052 -0.100 -0.223
N 1.302 1.102 -0.180 0.228
N 2.224 -0.788 -1.183 0.078
C 1.566 -0.441 -2.438 -0.077
C 0.122 -0.863 -2.533 -0.204
C -0.876 0.063 -2.804 -0.050
C -2.180 -0.354 -3.013 -0.081
C -2.495 -1.699 -2.943 -0.096
C -1.510 -2.623 -2.634 -0.069
C -0.207 -2.210 -2.432 -0.019
C 3.026 -1.921 -1.194 -0.469
O 3.074 -2.667 -2.144 0.083
N 3.780 -2.108 -0.073 0.224
C 3.875 -1.272 1.039 -0.418
O 4.634 -1.539 1.948 0.086
H 2.615 4.866 2.772 0.093
H 2.103 3.318 3.501 0.074
H 0.915 4.342 2.659 0.092
H 4.164 3.859 1.300 0.126
H 3.508 2.711 0.104 0.118
H 4.934 1.458 1.633 0.137
H 4.143 2.165 3.061 0.125
H 1.124 -0.881 4.265 0.144
H 1.774 -1.521 2.718 0.126
H -1.771 0.695 1.503 0.120
H -2.167 -1.965 0.024 0.130
H -3.895 1.628 0.512 0.112
H -6.291 1.418 -0.702 0.110
H -6.408 -1.491 -2.852 0.083
H -7.619 -0.741 -1.802 0.086
H -6.904 -2.309 -1.373 0.088
H 0.471 1.013 -0.738 0.093
H 1.273 1.738 0.608 0.098
H 2.126 -0.973 -3.214 0.138
H 1.672 0.636 -2.598 0.131
H -0.632 1.114 -2.890 0.113
H -2.945 0.374 -3.241 0.110
H -3.506 -2.030 -3.127 0.102
H -1.756 -3.672 -2.569 0.110
H 0.568 -2.929 -2.220 0.113
H 4.356 -2.942 -0.061 0.173

28
Properties=species:S:1:pos:R:3:lowdin_charge:R:1 method="wB97M-V/def2-TZVPD" homo_lumo_gap_ev=9.38 homo_energy_ev=-12.0 charge=+1 relative_energy_kcal_mol=15.7
C 2.235 0.200 1.301 -0.219
O 2.748 1.505 1.292 -0.040
C 0.810 0.141 0.730 -0.277
C 0.373 -1.334 0.528 -0.220
C -1.152 -1.560 0.592 -0.436
S -1.899 -0.737 -0.872 0.806
C -3.623 -0.536 -0.347 -0.400
N 0.887 0.872 -0.585 0.176
H 2.922 -0.401 0.686 0.139
H 2.229 -0.201 2.328 0.143
H 2.753 1.938 2.149 0.108
H 0.082 0.682 1.338 0.145
H 0.886 -1.885 1.346 0.130
H 0.878 -1.787 -0.321 0.103
H -1.331 -2.644 0.545 0.088
H -1.622 -1.112 1.468 0.082
H -4.193 0.210 -0.922 0.043
H -3.714 -0.194 0.679 0.040
H -4.170 -1.441 -0.610 0.036
H 0.933 0.207 -1.378 0.093
H 1.848 1.190 -0.758 0.156
H 0.165 1.592 -0.757 0.111
H 1.481 -1.280 -3.519 0.065
H 2.493 -1.445 -2.386 0.064
O 1.760 -0.907 -2.689 -0.028
H -1.814 2.592 -0.299 0.065
H -0.965 3.652 0.236 0.078
O -1.001 2.684 0.223 -0.050

82
Properties=species:S:1:pos:R:3:mulliken_spin:R:1 method="wB97M-V/def2-TZVPD" homo_lumo_gap_ev="6.92 / 5.44" homo_energy_ev="-9.4 / -9.5" charge=+1 s_squared=6.076 multiplicity=5 relative_energy_kcal_mol=64.5
Rh 0.105 2.160 -1.524 1.440
C 0.700 0.615 1.848 0.034
C 1.804 1.245 1.207 0.118
C -0.188 2.415 0.579 0.065
C -0.493 1.271 1.481 0.353
C 1.363 2.381 0.456 0.001
C 0.783 -0.413 2.938 -0.011
H 1.824 -0.658 3.203 0.000
H 0.265 -1.343 2.665 0.022
H 0.272 -0.064 3.851 -0.006
C -1.741 1.130 2.280 -0.036
H -2.099 0.083 2.341 0.036
H -2.540 1.772 1.884 0.004
H -1.552 1.454 3.326 0.018
C -0.846 3.722 0.923 -0.007
H -0.331 4.174 1.799 0.006
H -1.887 3.542 1.234 0.000
H -0.807 4.381 0.040 -0.001
C 2.218 3.626 0.379 0.040
H 2.216 4.208 1.328 0.001
H 1.877 4.320 -0.401 0.001
H 3.289 3.434 0.180 -0.004
C 3.230 1.001 1.557 -0.035
H 3.480 1.629 2.437 0.017
H 3.874 1.314 0.715 0.002
H 3.396 -0.061 1.812 0.002
C -0.721 -2.385 0.761 -0.111
C 0.422 -2.947 1.172 -0.032
C 1.661 -3.145 0.409 0.115
C 1.458 -2.754 -1.058 0.032
C 1.412 -1.322 -1.324 0.473
C 0.185 -0.759 -1.735 0.191
C -1.134 -0.819 -0.987 0.152
C -1.431 -2.238 -0.534 0.093
H 1.949 -4.205 0.446 0.000
H 0.540 -3.227 -1.452 0.019
H 2.441 -2.526 0.880 -0.001
H -1.213 -2.996 -1.299 0.003
H -1.525 -2.399 1.554 0.057
H 0.434 -3.344 2.192 -0.003
H -2.520 -2.293 -0.382 -0.002
H -1.137 -0.153 -0.096 -0.002
H 0.304 0.291 -2.189 -0.096
H -1.932 -0.446 -1.648 -0.014
H 2.289 -3.173 -1.633 0.017
H 2.335 -0.746 -1.560 -0.089
P -0.157 -0.966 -3.902 0.248
P 0.355 2.693 -3.427 -0.159
C 0.174 0.271 -5.195 -0.006
C -0.315 1.670 -4.845 0.013
H -0.353 -0.171 -6.061 0.006
H 1.245 0.205 -5.414 0.004
H -0.094 2.263 -5.738 -0.004
H -1.407 1.647 -4.766 0.008
C -0.675 4.171 -3.859 -0.010
H -0.462 5.036 -3.217 0.006
H -1.730 3.885 -3.716 0.003
H -0.531 4.451 -4.911 0.004
C 2.106 2.763 -3.962 0.003
H 2.155 2.988 -5.031 0.001
H 2.577 1.785 -3.789 -0.005
H 2.660 3.522 -3.401 -0.005
C -1.916 -1.346 -4.135 0.034
H -2.288 -2.018 -3.354 -0.001
H -2.013 -1.860 -5.103 0.005
H -2.531 -0.438 -4.132 -0.003
C 0.680 -2.454 -4.532 0.008
H 1.702 -2.212 -4.851 0.004
H 0.117 -2.839 -5.395 0.000
H 0.733 -3.234 -3.765 -0.005
Te -2.916 -2.907 3.344 0.951
C -2.096 -2.301 5.115 -0.045
C -2.860 -1.359 5.846 0.057
C -2.480 -1.105 7.166 -0.034
C -1.434 -1.840 7.755 0.077
C -0.712 -2.800 7.025 -0.041
C -1.065 -3.086 5.697 0.029
H -3.734 -0.967 5.318 0.000
H -3.037 -0.346 7.711 -0.002
H -1.206 -1.627 8.802 0.004
H 0.103 -3.319 7.536 -0.002
H -0.626 -3.913 5.131 -0.004

102
Properties=species:S:1:pos:R:3:lowdin_charge:R:1 method="wB97M-V/def2-TZVPD" homo_lumo_gap_ev=1.10 homo_energy_ev=-13.7 charge=+3
C -0.207 -0.734 -4.480 -0.078
B 1.247 -1.527 -4.581 -0.352
O 1.551 -2.442 -5.686 -0.329
C 2.308 -1.184 -3.389 0.038
C 3.573 -0.243 -3.594 0.084
N 4.495 0.119 -2.585 0.140
N 4.278 -0.360 -1.370 -0.136
C 5.289 0.115 -0.310 -0.113
C 4.518 1.226 0.558 -0.175
C 3.769 2.356 -0.298 -0.171
C 4.730 3.621 -0.677 -0.196
S 4.603 4.127 -2.450 0.709
O 5.289 5.457 -2.602 -0.299
O 3.170 4.305 -2.887 -0.322
O 5.321 2.957 -3.416 -0.214
C 3.247 -1.256 -0.878 -0.058
C 2.160 -1.734 -1.911 -0.404
Cl 0.791 -2.830 -1.483 0.784
H -0.958 -1.080 -5.278 0.041
H -0.575 -0.948 -3.392 0.075
H -0.013 0.407 -4.502 0.106
H 1.273 -1.958 -6.508 0.067
H 3.716 0.167 -4.655 0.161
H 6.242 0.535 -0.807 0.190
H 5.511 -0.831 0.338 0.020
H 3.704 0.698 1.206 0.029
H 5.233 1.710 1.328 0.169
H 2.961 2.803 0.397 0.139
H 3.213 1.976 -1.218 0.105
H 5.829 3.427 -0.382 0.129
H 4.399 4.519 -0.041 0.141
H 6.284 3.172 -3.507 0.113
H 3.144 -1.648 0.207 -0.115
Br 1.888 -4.055 -7.052 0.585
Be -2.337 -0.112 -4.555 0.852
C -1.660 1.679 0.930 0.050
C -1.175 2.073 2.111 0.069
C 0.116 1.566 2.619 -0.371
O 0.556 1.921 3.691 0.152
C 0.852 0.607 1.768 -0.004
C 0.368 0.213 0.590 -0.004
C -0.924 0.720 0.081 -0.357
O -1.361 0.358 -1.000 0.072
H -2.606 2.041 0.547 0.084
H -1.702 2.775 2.746 0.140
H 1.799 0.242 2.152 0.078
H 0.894 -0.489 -0.044 0.050
O -5.960 0.915 0.129 -0.314
Cl -5.826 2.326 0.386 0.638
O -6.510 2.665 1.616 -0.280
O -6.395 3.078 -0.713 -0.321
O -4.427 2.665 0.516 -0.262
C -1.501 -4.135 4.429 -0.054
C -1.333 -2.812 4.036 -0.066
C -0.726 -2.519 2.818 -0.096
C -0.295 -3.552 1.989 -0.124
C -0.466 -4.877 2.381 -0.090
C -1.065 -5.169 3.604 -0.074
H -1.971 -4.363 5.380 0.119
H -1.676 -2.008 4.678 0.113
H -0.591 -1.487 2.515 0.070
H 0.174 -3.322 1.036 0.017
H -0.131 -5.682 1.735 0.100
H -1.194 -6.200 3.914 0.075
C -0.505 4.318 -8.222 -0.003
C -1.574 4.006 -7.198 -0.320
C -1.624 4.982 -6.065 -0.065
O -2.176 4.188 -5.014 0.122
C -1.817 2.913 -5.269 -0.484
O -1.940 1.998 -4.474 0.056
O -1.299 2.779 -6.513 0.098
H 0.489 4.320 -7.766 0.096
H -0.490 3.552 -9.002 0.096
H -0.681 5.289 -8.690 0.109
H -2.547 3.907 -7.689 0.173
H -2.260 5.842 -6.280 0.162
H -0.639 5.337 -5.748 0.155
B -0.987 2.194 8.297 -0.965
O -0.439 3.436 7.712 0.296
C -1.209 3.767 6.692 -0.336
O -1.039 4.733 5.994 0.265
C -2.295 2.771 6.549 -0.331
O -3.165 2.785 5.713 0.264
O -2.173 1.848 7.483 0.295
F -1.369 2.416 9.649 0.142
F -0.020 1.149 8.222 0.122
C 1.417 -9.142 5.763 -0.236
S 0.366 -8.538 4.425 0.848
O -0.968 -9.189 4.572 -0.466
C 1.243 -9.389 3.095 -0.245
H 1.027 -8.761 6.708 0.063
H 1.405 -10.233 5.780 0.072
H 2.435 -8.779 5.619 0.061
H 1.242 -10.465 3.278 0.071
H 2.267 -9.018 3.038 0.058
H 0.731 -9.181 2.155 0.053
C -10.084 3.116 -0.070 -1.967
Cl -11.270 2.824 1.216 0.601
Cl -10.797 2.710 -1.643 0.588
Cl -9.600 4.823 -0.058 0.572
Cl -8.657 2.094 0.207 0.769
Al 4.095 -1.390 1.356 1.081

66
Properties=species:S:1:pos:R:3:mulliken_spin:R:1 method="wB97M-V/def2-TZVPD" homo_lumo_gap_ev="7.93 / 8.71" homo_energy_ev="-13.6 / -13.7" charge=+2 s_squared=2.027 multiplicity=3 relative_energy_kcal_mol=0.0
V 0.786 0.326 -0.681 2.115
C 1.405 1.676 2.864 0.007
C 0.490 0.488 2.642 0.007
C -0.354 -0.054 3.602 -0.006
C -1.159 -1.141 3.221 0.008
C -1.176 -1.639 1.927 -0.022
C -0.304 -1.062 1.024 -0.021
N 0.533 -0.064 1.396 -0.034
N -0.193 -1.247 -0.342 -0.084
Si 0.070 -2.921 -1.019 0.018
C 1.623 -3.502 -0.254 0.000
C 0.198 -2.646 -2.841 0.003
C -1.379 -3.937 -0.608 -0.001
H 1.531 1.947 3.909 0.001
H 1.012 2.539 2.320 0.000
H 2.380 1.433 2.428 -0.001
H -0.420 0.309 4.626 0.000
H -1.838 -1.584 3.946 0.000
H -1.855 -2.425 1.649 0.000
H 2.153 -2.656 0.213 0.001
H 2.286 -3.953 -0.996 0.001
H 1.423 -4.252 0.499 0.000
H 1.074 -2.033 -3.080 0.001
H -0.704 -2.148 -3.197 0.001
H 0.304 -3.581 -3.401 0.000
H -1.374 -4.239 0.442 0.000
H -1.413 -4.858 -1.197 -0.001
H -2.304 -3.382 -0.818 0.000
C -3.141 1.676 1.731 -0.002
N -3.146 1.154 0.378 0.000
C -2.239 1.383 -0.574 0.002
Se -0.631 2.360 -0.381 -0.008
N -2.654 0.812 -1.725 0.003
C -3.884 0.216 -1.518 0.001
C -4.733 -0.466 -2.389 0.001
C -5.932 -0.894 -1.848 -0.001
C -6.275 -0.662 -0.512 0.000
C -5.408 0.009 0.353 -0.001
C -4.193 0.423 -0.175 0.000
H -2.209 2.211 1.913 0.002
H -3.224 0.851 2.440 0.000
H -3.996 2.341 1.837 0.000
H -2.242 0.961 -2.622 0.002
H -4.515 -0.654 -3.432 0.000
H -6.641 -1.420 -2.465 0.000
H -7.232 -1.004 -0.140 0.000
H -5.694 0.195 1.380 0.000
C 6.436 2.631 0.486 0.000
N 5.127 2.068 0.200 0.001
C 4.910 0.768 -0.372 0.003
C 3.439 0.804 -0.529 0.002
O 2.794 -0.214 -0.928 -0.017
N 2.891 1.975 -0.204 0.012
C 3.951 2.697 0.263 0.001
N 3.822 3.931 0.723 0.000
H 7.204 1.890 0.272 0.000
H 6.493 2.896 1.553 0.000
H 6.629 3.501 -0.146 0.000
H 5.225 -0.075 0.239 0.001
H 5.401 0.666 -1.347 0.001
H 2.922 4.384 0.714 0.000
H 4.644 4.479 0.902 0.000
N 0.838 0.636 -2.814 -0.013
H 0.097 0.101 -3.269 0.002
H 1.699 0.354 -3.280 0.007
H 0.671 1.624 -2.987 0.006

71
Properties=species:S:1:pos:R:3:lowdin_charge:R:1 method="wB97M-V/def2-TZVPD" homo_lumo_gap_ev=8.29 homo_energy_ev=-9.9 charge=0 relative_energy_kcal_mol=153.5 smiles="NC[C@@H](O)C[C@@]1(CCCF)C(=O)O[C@@H](Cl)[C@@H]1CCCC(=O)O.CCOP(=O)(OCC)OCC"
N 1.420 2.714 3.691 -0.035
C 2.800 2.269 4.063 -0.220
C 3.707 1.865 2.773 -0.292
O 4.946 2.647 2.928 -0.095
C 4.165 0.336 2.772 -0.046
C 3.315 -0.641 1.826 -0.227
C 2.526 -0.066 0.561 -0.120
C 1.696 -1.154 -0.277 -0.126
C 0.191 -0.569 -0.429 -0.149
F 0.153 0.471 -1.444 -0.104
C 4.505 -1.486 1.092 -0.332
O 5.360 -1.073 0.277 0.084
O 4.640 -2.860 1.440 -0.052
C 3.360 -3.228 2.052 -0.574
Cl 3.902 -4.464 3.302 0.619
C 2.717 -1.871 2.664 -0.224
C 1.140 -1.925 2.975 -0.135
C 0.755 -1.456 4.461 -0.177
C 1.275 -2.431 5.621 -0.080
C 0.184 -3.461 6.151 -0.394
O 0.486 -4.180 7.141 0.027
O -1.096 -3.605 5.573 0.043
H 0.950 3.036 4.560 0.074
H 0.936 1.847 3.381 0.054
H 2.734 1.434 4.838 0.099
H 3.303 3.167 4.582 0.126
H 3.234 2.236 1.807 0.141
H 4.704 3.587 2.805 0.095
H 4.179 -0.006 3.872 0.133
H 5.254 0.309 2.428 0.137
H 1.846 0.820 0.838 0.114
H 3.310 0.372 -0.157 0.140
H 2.065 -1.275 -1.362 0.136
H 1.681 -2.200 0.170 0.101
H -0.103 -0.048 0.552 0.106
H -0.586 -1.374 -0.631 0.126
H 2.633 -3.757 1.334 0.123
H 3.161 -1.907 3.728 0.117
H 0.571 -1.239 2.244 0.099
H 0.777 -2.997 2.743 0.134
H -0.394 -1.375 4.500 0.122
H 1.166 -0.395 4.601 0.097
H 1.670 -1.812 6.501 0.137
H 2.166 -3.041 5.233 0.099
H -1.503 -4.369 6.054 0.131
C -6.018 -0.930 -5.395 -0.087
C -4.507 -1.081 -5.417 -0.298
O -3.847 0.165 -5.228 -0.235
P -3.957 0.861 -3.725 0.742
O -2.896 -0.016 -3.050 -0.232
O -2.934 2.154 -3.921 -0.271
C -1.733 2.297 -3.171 -0.285
C -0.556 1.690 -3.917 -0.081
O -5.223 1.838 -4.334 -0.257
C -5.034 3.088 -4.994 -0.284
C -4.350 2.982 -6.344 -0.074
H -6.367 -0.624 -4.404 0.068
H -6.506 -1.874 -5.648 0.078
H -6.343 -0.163 -6.102 0.079
H -4.179 -1.794 -4.654 0.107
H -4.195 -1.467 -6.390 0.119
H -1.839 1.878 -2.168 0.094
H -1.557 3.368 -3.041 0.118
H -0.749 0.661 -4.222 0.075
H 0.342 1.708 -3.300 0.061
H -0.362 2.255 -4.833 0.077
H -4.527 3.795 -4.335 0.112
H -6.036 3.499 -5.154 0.119
H -3.339 2.579 -6.270 0.066
H -4.278 3.969 -6.808 0.082
H -4.909 2.319 -7.009 0.077

10
Properties=species:S:1:pos:R:3:lowdin_charge:R:1 method="wB97M-V/def2-TZVPD" homo_lumo_gap_ev=10.98 homo_energy_ev=-10.1 charge=0 relative_energy_kcal_mol=51.6 smiles="C=O.CO"
C -1.730 0.989 -1.871 -0.132
O -2.309 0.906 -0.826 -0.008
H -0.645 0.745 -1.895 0.088
H -2.306 1.173 -2.722 0.055
C 0.717 -0.700 1.187 -0.162
O 1.908 0.089 1.272 -0.206
H 0.034 0.048 1.111 0.033
H 0.795 -1.287 0.272 0.067
H 0.754 -1.434 2.101 0.114
H 2.781 -0.528 1.371 0.151